Entry 1:
The following is a quantum chemistry calculation of a cluster of 7 separate species, C13H21F3N4O17 in total at a distorted geometry, from the OMol25 dataset.

Each line ends with the Löwdin charge.
Cartesian coordinates (Å):
O1 1.248 0.735 0.655  0.11
C1 0.416 0.160 -0.054  -0.55
O2 0.209 -1.181 -0.004  0.07
C2 -0.724 -1.506 -1.048  -0.05
C3 -1.539 -0.238 -1.174  -0.24
F1 -2.561 -0.354 -0.248  0.03
O3 -0.519 0.691 -0.815  0.12
H1 -0.240 -1.420 -2.021  0.13
H2 -1.200 -2.478 -0.916  0.14
H3 -2.046 0.035 -2.099  0.17
O4 -1.400 3.058 -2.270  0.17
C4 -1.318 3.863 -1.379  -0.56
O5 -0.891 3.620 -0.112  0.05
C5 -0.998 4.804 0.756  -0.03
C6 -1.144 5.835 -0.293  -0.31
F2 0.103 6.120 -0.679  0.08
O6 -1.767 5.096 -1.351  0.15
H4 -1.905 4.635 1.336  0.14
H5 -0.086 4.969 1.329  0.15
H6 -1.519 6.783 0.094  0.18
O7 2.353 -1.513 -2.422  0.16
C7 3.389 -0.916 -2.234  -0.46
O8 4.079 -0.823 -1.055  0.08
C8 5.304 -0.226 -1.352  -0.08
C9 5.124 0.470 -2.739  -0.29
F3 6.274 0.235 -3.450  0.06
O9 4.006 -0.194 -3.249  0.13
H7 5.566 0.463 -0.549  0.14
H8 6.095 -0.975 -1.384  0.14
H9 4.906 1.520 -2.541  0.17
C10 3.552 0.417 3.573  0.07
N1 4.874 1.156 3.631  -0.47
O10 5.033 2.106 4.353  0.06
O11 5.714 0.844 2.830  0.04
H10 3.498 0.426 2.485  0.09
H11 2.726 0.822 4.157  0.10
H12 3.890 -0.568 3.895  0.10
C11 -1.608 0.125 3.304  0.04
N2 -0.929 -1.017 3.835  -0.43
O12 -1.477 -2.097 3.624  0.05
O13 0.222 -0.872 4.239  0.07
H13 -1.415 0.998 3.927  0.11
H14 -2.668 -0.126 3.257  0.11
H15 -1.143 0.214 2.323  0.10
C12 -6.171 -0.508 -4.631  0.04
N3 -4.977 -1.324 -4.267  -0.43
O14 -5.175 -2.564 -4.195  0.03
O15 -3.910 -0.809 -4.124  0.08
H16 -5.903 0.300 -5.311  0.10
H17 -6.584 -0.045 -3.735  0.10
H18 -6.839 -1.212 -5.127  0.10
C13 -1.399 -5.136 2.499  0.05
N4 -1.440 -5.654 1.075  -0.44
O16 -2.046 -6.700 0.849  0.05
O17 -0.837 -5.023 0.260  0.07
H19 -1.950 -5.765 3.198  0.09
H20 -1.922 -4.189 2.635  0.07
H21 -0.332 -5.065 2.708  0.10

Results
SMILES string = O=C1OC[C@@H](F)O1.O=C1OC[C@@H](F)O1.O=C1OC[C@@H](F)O1.C[N+](=O)[O-].C[N+](=O)[O-].C[N+](=O)[O-].C[N+](=O)[O-]
Highest occupied orbital energy = -10.74 eV
Gap between HOMO and LUMO = 10.54 eV
Total charge = 0

Entry 2:
The following is a quantum chemistry calculation of a cluster of 7 separate species, C13H21F3N4O17 in total at a distorted geometry, from the OMol25 dataset.

Each line ends with the Löwdin charge.
Cartesian coordinates (Å):
O1 3.327 -0.288 4.463  0.15
C1 3.049 0.366 5.446  -0.59
O2 2.508 -0.056 6.547  0.09
C2 2.096 1.050 7.352  -0.03
C3 2.283 2.243 6.424  -0.31
F1 2.895 3.166 7.138  0.10
O3 3.193 1.698 5.474  0.15
H1 1.096 0.694 7.600  0.14
H2 2.674 1.028 8.276  0.14
H3 1.301 2.621 6.139  0.18
O4 -3.181 -0.777 4.413  0.12
C4 -3.139 -1.889 3.853  -0.56
O5 -3.961 -2.239 2.864  0.08
C5 -4.063 -3.638 2.813  -0.05
C6 -2.669 -3.931 3.230  -0.37
F2 -1.840 -3.984 2.228  0.13
O6 -2.351 -2.882 4.112  0.18
H4 -4.700 -4.023 3.610  0.15
H5 -4.289 -4.022 1.818  0.15
H6 -2.510 -4.901 3.700  0.17
O7 8.750 3.000 1.507  0.10
C7 8.089 2.830 0.448  -0.54
O8 6.798 3.169 0.204  0.08
C8 6.459 2.594 -1.091  -0.04
C9 7.770 2.224 -1.746  -0.27
F3 8.128 3.281 -2.456  0.09
O9 8.634 2.219 -0.569  0.13
H7 5.873 1.691 -0.924  0.14
H8 5.963 3.346 -1.705  0.14
H9 7.979 1.363 -2.381  0.17
C10 -1.755 -7.541 -3.610  0.05
N1 -0.860 -8.533 -2.964  -0.45
O10 0.220 -8.829 -3.562  0.02
O11 -1.246 -9.057 -1.953  0.07
H10 -1.651 -6.642 -3.003  0.11
H11 -2.701 -8.072 -3.504  0.10
H12 -1.289 -7.517 -4.595  0.10
C11 0.017 0.389 -0.869  0.05
N2 -1.284 0.129 -1.577  -0.40
O12 -1.869 1.050 -2.141  0.05
O13 -1.713 -1.058 -1.659  0.02
H13 0.319 -0.591 -0.500  0.09
H14 -0.134 1.025 0.003  0.10
H15 0.790 0.768 -1.538  0.10
C12 -1.684 7.252 -1.185  0.04
N3 -0.857 6.422 -0.242  -0.44
O14 0.290 6.139 -0.566  0.05
O15 -1.332 6.319 0.884  0.05
H16 -2.279 6.484 -1.679  0.10
H17 -0.983 7.767 -1.843  0.10
H18 -2.316 7.953 -0.640  0.10
C13 -5.857 0.106 -6.938  0.04
N4 -6.745 -0.131 -8.099  -0.47
O16 -7.074 0.861 -8.691  0.07
O17 -7.171 -1.258 -8.207  0.07
H19 -4.833 -0.207 -7.139  0.10
H20 -6.312 -0.380 -6.074  0.10
H21 -5.852 1.196 -6.896  0.09

Results
SMILES string = O=C1OC[C@@H](F)O1.O=C1OC[C@@H](F)O1.O=C1OC[C@@H](F)O1.C[N+](=O)[O-].C[N+](=O)[O-].C[N+](=O)[O-].C[N+](=O)[O-]
Highest occupied orbital energy = -10.74 eV
Gap between HOMO and LUMO = 10.44 eV
Total charge = 0

Entry 3:
The following is a quantum chemistry calculation of a cluster of 2 separate species, C13H21F9NOSi in total, from the OMol25 dataset.

Each line ends with the Löwdin charge.
Cartesian coordinates (Å):
C1 3.507 -1.197 1.413  -0.22
Si1 1.640 -0.934 1.645  0.28
C2 1.540 0.042 3.303  -0.21
C3 1.056 0.312 0.318  -0.18
N1 0.847 -2.411 1.659  -0.20
C4 -0.481 -2.530 1.134  -0.42
C5 -1.531 -1.819 2.027  -0.10
C6 -2.969 -2.044 1.620  -0.41
F1 -3.172 -1.871 0.269  0.09
F2 -3.359 -3.336 1.896  0.09
C7 -4.028 -1.135 2.346  -0.32
F3 -5.214 -1.798 2.464  0.12
F4 -3.609 -0.844 3.609  0.13
C8 -4.437 0.217 1.666  -0.32
F5 -5.056 -0.036 0.489  0.14
F6 -5.348 0.803 2.492  0.13
C9 -3.334 1.288 1.406  -0.56
F7 -2.523 1.429 2.454  0.18
F8 -2.608 0.967 0.346  0.19
F9 -3.914 2.464 1.176  0.17
H1 3.706 -1.769 0.501  0.01
H2 4.043 -0.241 1.373  0.01
H3 3.883 -1.757 2.278  0.01
H4 2.534 0.240 3.728  0.00
H5 0.966 -0.530 4.037  0.00
H6 1.063 1.021 3.159  0.00
H7 1.903 0.727 -0.242  0.00
H8 0.528 1.147 0.791  0.00
H9 0.378 -0.133 -0.418  0.00
H10 -0.608 -2.147 0.101  0.08
H11 -0.785 -3.592 1.086  0.09
H12 -1.418 -2.216 3.041  0.13
H13 -1.320 -0.751 2.066  0.10
C10 3.044 1.658 -4.857  -0.18
C11 1.539 1.583 -5.111  -0.18
C12 1.010 1.295 -3.710  -0.21
O1 1.910 1.937 -2.810  -0.15
C13 3.089 2.342 -3.496  -0.21
H14 3.593 2.205 -5.623  0.11
H15 3.463 0.652 -4.787  0.11
H16 1.168 2.546 -5.468  0.11
H17 1.254 0.818 -5.832  0.11
H18 1.000 0.221 -3.498  0.12
H19 0.007 1.687 -3.540  0.12
H20 3.089 3.434 -3.601  0.11
H21 3.957 2.054 -2.901  0.12

Results
Highest occupied orbital energy = -2.88 eV
Gap between HOMO and LUMO = 5.65 eV
Total charge = -1